No. 1
C4H6GaO3 as an isolated structure, computed with ωB97M-V/def2-TZVPD.

Last column: Mulliken charge in e.
CARTESIAN COORDINATES (ANGSTROEM)
H 0.7670 -1.9724 -0.0762  0.207
C 0.8659 -0.8802 0.0307  -0.250
C -0.3296 -0.1151 -0.1839  -0.570
H 1.2321 -0.1625 -0.8954  0.269
H -0.2179 0.9615 -0.3726  0.129
O 1.6749 -0.7732 1.2261  0.045
O 2.0017 0.5864 1.5843  -0.253
Ga 3.5318 -0.0909 1.0085  -0.197
C -2.0968 0.5289 1.7747  -0.229
C -1.5729 -0.3724 0.9012  -0.480
O -1.4960 0.8494 3.0085  -0.530
H -2.7323 1.3574 1.4446  0.307
H -1.3820 -1.3412 1.4022  0.208
H -0.5350 0.7771 2.9306  0.342

As for the total charge: -1. Its HOMO energy (alpha / beta) is -1.7885 / -1.7345 eV.


No. 2
One molecule with the formula C2H6N2O, computed with ωB97M-V/def2-TZVPD.

Last column: Mulliken charge in e.
CARTESIAN COORDINATES (ANGSTROEM)
C 0.8310 -0.0191 -1.4305  -0.757
N 0.6131 -0.2001 -0.0019  -0.239
C -0.6695 0.0627 0.4200  0.531
O -1.5792 0.2302 -0.3760  -0.611
N -0.9031 0.1604 1.7836  -0.479
H -0.0454 -0.4081 -1.9518  0.286
H 0.9176 1.0399 -1.7065  0.270
H 1.7147 -0.5672 -1.7610  0.288
H 1.3846 -0.0487 0.6342  0.229
H -0.3635 -0.3810 2.4432  0.225
H -1.9004 0.1311 1.9466  0.259

As for the total charge: 0. Its HOMO energy is -9.6954 eV. The SMILES is CNC(N)=O.


No. 3
C19H41KN4O4Sb as an isolated structure, computed with ωB97M-V/def2-TZVPD.

Last column: Mulliken charge in e.
CARTESIAN COORDINATES (ANGSTROEM)
K 0.4536 -0.3593 1.2222  1.440
C -1.4989 -1.8371 2.9365  -0.814
C -0.7823 -3.1171 2.5248  -0.479
O 0.2501 -2.8814 1.5705  -0.291
C 1.5721 -3.3020 1.9079  -0.712
C 2.2490 -2.4614 2.9736  -0.446
O 2.4585 -1.1200 2.5311  -0.320
C 2.7837 -0.2061 3.5749  -0.393
C 2.3759 1.2103 3.2059  -0.835
O 0.9771 1.3976 3.0124  -0.368
C 0.1431 1.2493 4.1583  -0.646
C -1.0393 0.3428 3.8636  -0.606
O -0.5429 -0.9474 3.5020  -0.152
H -2.2355 -2.1146 3.7001  0.404
H -2.0290 -1.3549 2.0993  0.340
H -1.5202 -3.7917 2.0813  0.429
H -0.3653 -3.6096 3.4067  0.381
H 2.1333 -3.2767 0.9721  0.143
H 1.5473 -4.3417 2.2510  0.416
H 3.2143 -2.9144 3.2284  0.502
H 1.6294 -2.4379 3.8767  0.334
H 3.8645 -0.2341 3.7521  0.434
H 2.2851 -0.5204 4.4972  0.353
H 2.8441 1.5128 2.2681  0.349
H 2.7484 1.8939 3.9775  0.373
H -0.2370 2.2329 4.4498  0.425
H 0.7176 0.8481 4.9958  0.360
H -1.6661 0.7451 3.0598  0.340
H -1.6388 0.2521 4.7767  0.374
C -3.6389 5.1487 -0.3602  -1.436
C -2.8918 5.0438 -1.6807  0.842
C -1.5075 5.6735 -1.5962  -1.444
C -2.8250 3.6174 -2.2134  -1.194
N -1.9766 2.7365 -1.3961  0.727
C -0.6834 2.4135 -1.5007  -0.428
N -0.3628 1.6184 -0.5094  -0.064
N -1.4969 1.4783 0.2179  0.164
N -2.4605 2.1291 -0.3089  -0.990
H -3.7218 6.1924 -0.0588  0.418
H -3.1217 4.6152 0.4391  0.285
H -4.6456 4.7362 -0.4310  0.372
H -3.4651 5.5818 -2.4443  0.275
H -0.9021 5.2072 -0.8150  0.288
H -1.5811 6.7321 -1.3516  0.424
H -0.9601 5.5945 -2.5378  0.354
H -2.3933 3.5976 -3.2154  0.437
H -3.7943 3.1227 -2.2499  0.360
H -0.0335 2.7565 -2.2863  0.453
C -1.5902 -3.6791 -3.1425  -1.131
C -0.9067 -2.3755 -3.5228  -0.826
Sb 0.4584 -1.7891 -1.9857  0.147
C 1.5588 -0.2828 -3.0551  -0.879
C 2.6887 0.2941 -2.2276  -1.007
C 1.8889 -3.3787 -2.2466  -0.814
C 2.1699 -3.7679 -3.6893  -1.174
H -2.2873 -4.0229 -3.9081  0.351
H -2.1559 -3.5747 -2.2138  0.299
H -0.8671 -4.4820 -2.9846  0.286
H -1.6306 -1.5687 -3.6525  0.512
H -0.3593 -2.4532 -4.4637  0.408
H 0.8381 0.4918 -3.3313  0.392
H 1.9157 -0.7057 -3.9958  0.560
H 2.3140 0.7603 -1.3113  0.134
H 3.2493 1.0610 -2.7659  0.376
H 3.4102 -0.4684 -1.9265  0.303
H 1.5347 -4.2383 -1.6727  0.445
H 2.8082 -3.0585 -1.7475  0.516
H 1.2814 -4.1672 -4.1808  0.248
H 2.9458 -4.5315 -3.7701  0.405
H 2.5052 -2.9156 -4.2834  0.272

As for the total charge: +1. Its HOMO energy is -10.6023 eV.


No. 4
A 12-piece molecular cluster, C22H26Cl45NO2P overall, computed with ωB97M-V/def2-TZVPD.

Last column: Mulliken charge in e.
CARTESIAN COORDINATES (ANGSTROEM)
C -3.1240 -2.0492 4.6790  -1.513
C -3.6083 -1.6334 3.2769  0.145
C -4.1902 -2.7731 2.4109  -0.420
C -3.2234 -3.2944 1.3500  -0.331
C -1.8271 -3.5940 1.9047  0.848
C -1.0249 -4.5301 1.0002  -1.353
C 0.3824 -4.9219 1.5178  -0.879
C 1.1584 -3.7877 2.2114  -0.531
C 2.0159 -2.9047 1.2996  -0.577
N 1.2662 -2.6092 0.0212  0.781
C 0.8118 -1.1734 -0.0439  -0.363
C -0.3360 -0.9234 -1.0403  -0.933
O -1.4583 -0.4204 -0.3314  -0.193
P 2.2087 -2.9723 -1.5756  0.349
O 2.8637 -4.3882 -1.1889  -0.513
Cl 3.7585 -1.8016 -1.1342  -0.080
H -2.0324 -2.1504 4.7131  0.261
H -3.3898 -1.3103 5.4375  0.356
H -3.5301 -3.0222 4.9718  0.319
H -4.3831 -0.8671 3.3912  0.541
H -2.7829 -1.1415 2.7442  -0.070
H -5.0709 -2.3686 1.9093  -0.101
H -4.5084 -3.5942 3.0639  0.496
H -3.1422 -2.4984 0.5936  -0.344
H -3.6454 -4.1873 0.8734  0.410
H -1.8873 -4.0057 2.9204  0.391
H -1.2994 -2.6314 1.9607  -0.233
H -0.9799 -4.0780 -0.0083  0.435
H -1.5953 -5.4529 0.8486  0.619
H 0.3103 -5.7799 2.1894  0.450
H 0.9628 -5.2833 0.6562  0.163
H 1.8238 -4.2142 2.9680  0.503
H 0.4739 -3.1302 2.7523  0.247
H 2.1734 -1.9483 1.8028  0.272
H 3.0035 -3.3049 1.0790  0.514
H 0.4082 -3.1669 0.0108  -0.553
H 0.4275 -0.9296 0.9498  0.529
H 1.6756 -0.5490 -0.2604  0.378
H -0.6068 -1.8330 -1.5947  0.426
H -0.0261 -0.1711 -1.7709  0.296
H -2.1497 -1.0929 -0.2805  0.031
H 2.2688 -5.1434 -1.3297  0.367
C -6.1385 -7.4969 0.1435  0.352
Cl -7.2848 -8.8275 0.1493  -0.070
Cl -6.9075 -6.0461 -0.5085  -0.050
Cl -5.5829 -7.1778 1.7910  -0.100
Cl -4.7446 -7.9141 -0.8703  -0.135
C 3.6625 2.5416 0.2347  0.213
Cl 3.8323 4.1289 0.9560  0.025
Cl 5.2385 1.7484 0.1127  -0.103
Cl 2.5865 1.5493 1.2494  -0.076
Cl 2.9637 2.7185 -1.3740  -0.071
C -3.4504 2.1429 1.3724  0.298
Cl -3.6099 0.7297 2.4379  -0.097
Cl -4.1243 3.5586 2.1649  -0.100
Cl -1.7429 2.4045 1.0167  -0.059
Cl -4.3215 1.8304 -0.1343  -0.115
C 3.8595 0.5611 -5.1757  0.283
Cl 4.4397 0.4504 -3.5053  0.035
Cl 2.7702 -0.8047 -5.4835  -0.127
Cl 2.9802 2.0761 -5.3828  -0.093
Cl 5.2206 0.5103 -6.2789  -0.056
C 8.1335 3.5590 -5.2559  0.263
Cl 8.2466 5.1044 -4.4112  -0.045
Cl 9.7481 2.8930 -5.4972  -0.096
Cl 7.1667 2.4273 -4.2989  -0.044
Cl 7.3512 3.8012 -6.8210  -0.103
C -6.5578 -12.7867 -1.6471  0.321
Cl -8.2816 -12.4904 -1.3923  -0.099
Cl -5.9362 -13.8038 -0.3458  -0.092
Cl -6.3196 -13.5941 -3.1964  -0.094
Cl -5.7020 -11.2398 -1.6434  -0.034
C -7.5873 -0.7627 -0.3218  0.179
Cl -6.2430 -0.1462 0.6430  -0.001
Cl -7.4460 -2.5178 -0.4435  -0.056
Cl -9.1109 -0.3446 0.4631  -0.090
Cl -7.5275 -0.0515 -1.9361  -0.105
C 4.7949 8.1395 -0.2724  0.230
Cl 4.1803 7.3658 1.1978  -0.114
Cl 4.0654 9.7327 -0.4268  -0.008
Cl 6.5498 8.2608 -0.1805  -0.002
Cl 4.3519 7.1503 -1.6716  -0.094
C 10.0865 8.8789 -1.8123  0.300
Cl 11.5884 9.1754 -2.6855  -0.104
Cl 8.9070 10.1272 -2.2172  -0.079
Cl 9.4470 7.2906 -2.2620  -0.050
Cl 10.3927 8.9051 -0.0726  -0.088
C -1.0663 6.8947 0.9918  0.307
Cl 0.6914 7.0908 1.0518  -0.008
Cl -1.4642 5.5629 -0.1018  -0.073
Cl -1.6689 6.5221 2.6082  -0.100
Cl -1.8109 8.3822 0.4089  -0.108
C 0.6376 11.8861 0.7385  0.339
Cl 2.1067 12.4049 -0.0999  -0.104
Cl -0.6595 13.0339 0.4137  -0.105
Cl 0.1688 10.2819 0.1586  -0.031
Cl 0.9492 11.8150 2.4738  -0.109

As for the total charge: +1. Its HOMO energy is -11.9734 eV.


Per-record largest force on an atom, eV Å⁻¹: 5.5, 0.3, 1.3, 2.8